# 1
A structure of composition C41H42FN5O7PtSTe. Source: the Open Molecules 2025 dataset; level of theory: the ωB97M-V functional and the def2-TZVPD basis.

Each line ends with the Mulliken charge.
Positions of all 99 atoms, in Å:
Pt: -1.337 1.388 0.541  3.01
F: 2.349 -4.324 1.509  -0.33
C: 2.854 -3.170 1.025  0.67
C: 2.021 -2.120 0.783  -0.84
C: 2.525 -0.941 0.228  0.50
C: 1.607 0.190 0.041  1.33
O: 0.381 -0.001 0.185  -0.91
C: 2.226 1.411 -0.333  -0.21
C: 3.536 1.401 -0.703  -0.35
N: 4.358 0.330 -0.680  0.18
C: 5.635 0.515 -1.376  -0.09
C: 6.980 0.137 -0.839  -0.61
C: 6.410 -0.573 -2.045  -0.51
C: 3.886 -0.849 -0.104  0.11
C: 4.725 -1.925 0.227  -0.64
C: 4.230 -3.086 0.785  -1.59
N: 5.139 -4.131 1.115  0.36
C: 5.715 -4.878 0.010  -0.45
C: 7.040 -5.482 0.437  -0.71
N: 6.798 -6.354 1.643  -0.14
C: 6.168 -5.570 2.768  -0.97
C: 4.864 -4.975 2.266  -0.57
C: 1.535 2.751 -0.325  -0.44
O: 2.051 3.697 -0.876  -0.71
O: 0.454 2.775 0.400  -0.64
H: 0.962 -2.188 0.999  0.69
H: 3.955 2.329 -1.071  0.55
H: 5.602 1.448 -1.915  0.48
H: 7.053 -0.377 0.109  0.19
H: 7.778 0.849 -1.002  0.34
H: 6.067 -1.590 -1.945  0.15
H: 6.822 -0.349 -3.019  0.31
H: 5.794 -1.860 0.103  0.70
H: 5.893 -4.217 -0.836  0.32
H: 5.042 -5.680 -0.336  0.20
H: 7.738 -4.705 0.743  0.37
H: 7.485 -6.092 -0.346  0.40
H: 7.666 -6.794 1.950  0.35
H: 6.160 -7.108 1.377  0.40
H: 6.873 -4.793 3.052  0.37
H: 6.007 -6.248 3.603  0.43
H: 4.430 -4.380 3.066  0.48
H: 4.160 -5.788 2.039  0.44
C: -4.458 -4.595 -0.410  -0.83
O: -5.485 -3.705 0.009  -0.45
C: -5.129 -2.482 0.438  0.96
C: -6.196 -1.651 0.828  -1.00
C: -5.922 -0.387 1.260  -0.84
C: -4.608 0.127 1.275  0.86
C: -4.395 1.513 1.612  0.08
C: -5.290 2.211 2.599  -1.66
O: -3.490 2.188 1.084  -0.19
C: -3.532 -0.718 0.912  -0.28
O: -2.264 -0.383 1.007  -0.96
C: -3.823 -2.033 0.506  -0.17
H: -4.959 -5.500 -0.736  0.26
H: -3.783 -4.830 0.415  0.33
H: -3.888 -4.173 -1.240  0.33
H: -7.207 -2.036 0.790  0.50
H: -6.740 0.255 1.565  0.48
H: -5.869 1.515 3.199  0.48
H: -5.967 2.891 2.076  0.34
H: -4.662 2.823 3.246  0.35
H: -2.980 -2.664 0.261  0.52
Te: -1.274 3.794 1.887  0.55
C: 0.198 3.668 3.310  -0.10
C: 1.249 2.793 3.420  0.09
C: 2.042 3.048 4.562  -0.84
C: 1.577 4.101 5.298  -0.38
S: 0.180 4.790 4.616  -0.08
H: 1.438 2.012 2.696  0.43
H: 2.924 2.483 4.828  0.37
H: 1.991 4.509 6.209  0.40
C: -5.989 2.922 -3.331  -1.06
N: -4.877 2.117 -2.853  0.07
N: -3.721 2.668 -2.361  0.96
C: -2.902 1.666 -1.934  0.30
O: -1.727 1.922 -1.486  -1.14
C: -3.588 0.461 -2.153  -0.73
C: -4.804 0.781 -2.710  0.53
C: -5.925 -0.112 -3.115  -1.80
C: -3.388 4.049 -2.500  -0.44
C: -3.300 4.624 -3.758  0.03
C: -2.989 5.972 -3.865  -0.77
C: -2.749 6.724 -2.721  -0.52
C: -2.813 6.128 -1.469  -0.83
C: -3.142 4.787 -1.355  0.15
H: -5.991 3.881 -2.819  0.37
H: -6.913 2.400 -3.103  0.41
H: -5.929 3.097 -4.405  0.34
H: -3.214 -0.523 -1.933  0.65
H: -5.636 -1.149 -2.966  0.35
H: -6.189 0.033 -4.163  0.42
H: -6.815 0.078 -2.511  0.41
H: -3.453 4.020 -4.645  0.53
H: -2.926 6.431 -4.843  0.41
H: -2.510 7.776 -2.808  0.42
H: -2.618 6.712 -0.578  0.43
H: -3.210 4.302 -0.389  0.37

## Properties
Relative energy (zero: lowest compared OMol25 entry of this formula, charge and spin) ... 0.943 eV
Net charge ... +2
Highest occupied orbital energy (alpha / beta) ... -11.51 / -11.69 eV
Kohn-Sham gap (alpha / beta) ... 7.0 / 6.0 eV
<S²> ... 6.023
2S+1 ... 5



# 2
A cluster of 2 separate species, CH8NO in total. Source: the Open Molecules 2025 dataset; level of theory: the ωB97M-V functional and the def2-TZVPD basis.

Each line ends with the Mulliken charge.
Positions of all 11 atoms, in Å:
N: 0.159 -1.847 0.419  -0.43
H: -0.272 -2.076 -0.444  0.37
H: 0.893 -2.527 0.652  0.41
H: 0.586 -0.919 0.326  0.30
H: -0.472 -1.947 1.237  0.38
C: -0.424 1.477 -0.690  -0.63
O: 0.744 0.967 0.142  -0.61
H: -0.487 1.138 -1.657  0.32
H: -1.451 1.491 -0.253  0.31
H: -0.214 2.616 -0.527  0.26
H: 0.939 1.625 0.795  0.31

## Properties
Relative energy (zero: lowest compared OMol25 entry of this formula, charge and spin) ... 1.351 eV
Net charge ... +1
Highest occupied orbital energy ... -14.96 eV
Kohn-Sham gap ... 10.9 eV



# 3
A cluster of 9 separate species, C4H24NO10 in total. Source: the Open Molecules 2025 dataset; level of theory: the ωB97M-V functional and the def2-TZVPD basis.

Each line ends with the Mulliken charge.
Positions of all 39 atoms, in Å:
C: -1.956 -1.108 1.642  -1.60
C: -0.881 -0.886 0.587  0.47
N: -0.803 -2.038 -0.315  -0.22
C: 0.341 -2.130 -1.230  -1.07
C: 1.327 -0.973 -1.060  0.86
O: 2.256 -1.132 -0.198  -0.85
O: 1.094 0.063 -1.708  -0.71
H: -2.915 -0.593 1.416  0.28
H: -1.645 -0.749 2.608  0.37
H: -2.342 -2.131 1.731  0.42
H: -1.000 0.050 0.043  -0.14
H: 0.034 -0.837 1.171  0.33
H: -0.950 -2.885 0.206  0.25
H: -0.098 -2.012 -2.227  0.35
H: 0.841 -3.100 -1.291  0.39
H: -0.413 0.512 -1.848  0.24
H: -1.910 0.674 -2.193  0.40
O: -1.084 1.168 -2.135  -0.75
H: 3.077 1.612 1.674  0.29
H: 3.334 0.400 0.651  0.42
O: 3.702 1.202 1.079  -0.71
H: -1.976 1.872 1.566  0.34
H: -2.310 1.839 0.035  0.40
O: -2.561 2.208 0.876  -0.69
H: 2.354 -2.900 2.541  0.27
H: 1.971 -2.286 1.110  0.42
O: 1.677 -2.880 1.853  -0.66
H: -0.354 2.111 0.896  0.39
H: 1.088 1.696 1.271  0.22
O: 0.178 1.707 1.594  -0.70
H: -2.735 -1.006 -1.004  0.40
H: -4.023 -0.210 -0.766  0.31
O: -3.354 -0.394 -1.444  -0.73
H: 1.257 2.697 -1.053  0.48
H: -0.186 2.411 -1.111  0.37
O: 0.438 2.829 -0.514  -0.82
H: 2.479 1.326 -2.115  0.33
H: 3.320 1.811 -0.802  0.38
O: 2.724 2.061 -1.537  -0.75

## Properties
Relative energy (zero: lowest compared OMol25 entry of this formula, charge and spin) ... 1.476 eV
Net charge ... -1
Highest occupied orbital energy ... -5.69 eV
Kohn-Sham gap ... 8.8 eV



# 4
A structure of composition C44H50MnN3P3S2. Source: the Open Molecules 2025 dataset; level of theory: the ωB97M-V functional and the def2-TZVPD basis.

Each line ends with the Mulliken charge.
Positions of all 103 atoms, in Å:
Mn: -0.298 0.280 0.930  -0.07
C: 4.105 -4.772 -4.388  -1.01
S: 4.191 -3.336 -3.293  0.12
C: 3.160 -3.956 -1.947  -0.78
C: 1.658 -3.873 -2.207  -0.77
C: 1.122 -2.461 -2.431  -0.85
N: 0.851 -1.735 -1.150  0.04
P: -0.736 -1.677 -0.534  1.66
C: -1.218 -3.378 -0.211  0.19
C: -1.721 -4.199 -1.219  -0.30
C: -1.950 -5.542 -0.959  -0.81
C: -1.688 -6.064 0.303  -0.61
C: -1.207 -5.244 1.317  -0.76
C: -0.978 -3.900 1.062  -0.28
C: -1.847 -1.095 -1.840  1.19
C: -3.211 -1.395 -1.763  -1.01
C: -4.096 -0.848 -2.682  -0.79
C: -3.630 0.019 -3.667  -0.74
C: -2.280 0.335 -3.733  -0.68
C: -1.391 -0.219 -2.821  -0.28
P: 1.667 -0.248 -0.736  1.43
C: 3.315 -0.371 -1.440  0.75
C: 3.536 0.318 -2.636  -0.24
C: 4.783 0.275 -3.245  -0.61
C: 5.810 -0.446 -2.652  -0.72
C: 5.598 -1.123 -1.453  -0.41
C: 4.357 -1.083 -0.842  -1.25
C: 2.009 -0.562 1.053  -0.34
C: 2.025 -1.814 1.662  -0.41
C: 2.384 -1.934 2.994  -1.08
C: 2.767 -0.810 3.721  -0.71
C: 2.784 0.437 3.115  -0.78
C: 2.372 0.568 1.792  -0.31
H: 4.716 -4.539 -5.259  0.40
H: 3.088 -4.975 -4.726  0.27
H: 4.518 -5.654 -3.897  0.30
H: 3.438 -3.366 -1.071  -0.11
H: 3.449 -4.988 -1.744  0.72
H: 1.127 -4.331 -1.367  0.04
H: 1.412 -4.467 -3.093  0.41
H: 0.211 -2.499 -3.023  0.62
H: 1.846 -1.890 -3.013  0.78
H: -1.923 -3.802 -2.208  0.42
H: -2.335 -6.183 -1.744  0.45
H: -1.869 -7.113 0.499  0.43
H: -1.024 -5.648 2.306  0.46
H: -0.622 -3.254 1.859  0.31
H: -3.583 -2.071 -0.999  0.48
H: -5.148 -1.102 -2.634  0.46
H: -4.322 0.444 -4.386  0.43
H: -1.914 1.012 -4.497  0.51
H: -0.339 0.029 -2.886  0.23
H: 2.730 0.883 -3.096  0.47
H: 4.950 0.800 -4.178  0.45
H: 6.785 -0.483 -3.124  0.41
H: 6.406 -1.683 -0.995  0.40
H: 4.207 -1.606 0.095  0.21
H: 1.770 -2.689 1.076  0.71
H: 2.396 -2.911 3.465  0.51
H: 3.072 -0.915 4.756  0.45
H: 3.128 1.302 3.669  0.65
H: 2.438 1.531 1.296  0.59
C: 0.179 3.295 5.119  -1.35
N: -0.011 2.161 4.222  0.21
C: -1.033 1.318 4.283  0.80
S: -1.198 -0.051 3.224  -0.60
N: -1.918 1.532 5.249  -0.27
C: -3.147 0.767 5.507  -0.91
H: 1.043 3.858 4.781  0.35
H: 0.358 2.965 6.145  0.45
H: -0.681 3.963 5.086  0.45
H: 0.687 1.956 3.542  -0.14
H: -1.741 2.309 5.862  0.19
H: -3.137 -0.145 4.928  0.37
H: -4.022 1.356 5.236  0.30
H: -3.200 0.515 6.564  0.36
C: -3.460 1.575 0.346  -1.86
P: -1.764 2.227 0.373  1.82
C: -1.533 3.000 -1.259  0.54
C: -0.270 3.000 -1.855  -0.17
C: -0.064 3.642 -3.073  -0.58
C: -1.123 4.280 -3.703  -0.75
C: -2.386 4.284 -3.115  -0.69
C: -2.590 3.652 -1.896  -0.79
C: -1.867 3.664 1.509  0.65
C: -2.870 3.737 2.477  -0.19
C: -3.003 4.876 3.268  -0.81
C: -2.123 5.939 3.110  -0.58
C: -1.100 5.857 2.171  -0.66
C: -0.973 4.726 1.374  -0.76
H: -3.618 0.882 1.170  0.47
H: -3.601 1.043 -0.594  0.28
H: -4.178 2.389 0.416  0.73
H: 0.553 2.488 -1.375  0.14
H: 0.922 3.644 -3.529  0.45
H: -0.968 4.782 -4.652  0.42
H: -3.211 4.787 -3.606  0.46
H: -3.579 3.673 -1.448  0.34
H: -3.574 2.920 2.604  0.38
H: -3.807 4.939 3.995  0.43
H: -2.238 6.835 3.710  0.42
H: -0.415 6.686 2.039  0.47
H: -0.194 4.694 0.617  0.40

## Properties
Relative energy (zero: lowest compared OMol25 entry of this formula, charge and spin) ... 0.000 eV
Net charge ... +2
Highest occupied orbital energy (alpha / beta) ... -12.23 / -12.24 eV
Kohn-Sham gap (alpha / beta) ... 7.5 / 6.9 eV
<S²> ... 8.763
2S+1 ... 6



# 5
A structure of composition CH3N3Si. Source: the Open Molecules 2025 dataset; level of theory: the ωB97M-V functional and the def2-TZVPD basis.

Each line ends with the Mulliken charge.
Positions of all 8 atoms, in Å:
C: 2.831 -0.541 1.543  -0.23
N: 2.105 -0.277 0.626  0.50
N: 1.482 -0.194 -0.402  -0.51
N: -0.225 -0.227 0.268  -0.24
Si: -1.414 -0.832 -0.626  0.43
H: 3.299 0.247 2.070  0.24
H: -1.683 -1.487 -1.791  -0.09
H: -2.605 -0.410 -0.087  -0.08

## Properties
Relative energy (zero: lowest compared OMol25 entry of this formula, charge and spin) ... 3.861 eV
Net charge ... 0
Highest occupied orbital energy ... -8.90 eV
Kohn-Sham gap ... 8.6 eV



# 6
A cluster of 2 separate species, CH8N2S2 in total. Source: the Open Molecules 2025 dataset; level of theory: the ωB97M-V functional and the def2-TZVPD basis.

Each line ends with the Mulliken charge.
Positions of all 13 atoms, in Å:
N: -1.499 -0.133 -1.288  -0.59
C: -1.698 -0.855 -0.042  -0.44
N: -1.000 -0.423 1.155  -0.58
H: -1.910 0.791 -1.236  0.24
H: -0.509 0.009 -1.479  0.23
H: -2.771 -0.854 0.157  0.32
H: -1.499 -1.907 -0.243  0.36
H: -0.057 -0.812 1.128  0.27
H: -0.817 0.581 1.136  0.21
S: 3.579 0.925 -0.794  -0.17
S: 2.048 1.533 0.429  -0.20
H: 3.641 -0.418 -0.628  0.16
H: 2.493 1.563 1.704  0.18

## Properties
Relative energy (zero: lowest compared OMol25 entry of this formula, charge and spin) ... 0.328 eV
Net charge ... 0
SMILES ... NCN.SS
Highest occupied orbital energy ... -9.01 eV
Kohn-Sham gap ... 9.1 eV